No. 1
{
  "formula": "C9H19AlFLuO2",
  "method": "ωB97M-V/def2-TZVPD",
  "charge": 2,
  "orbital_gap_ev": 2.84,
  "symbols": ["C", "C", "C", "C", "Al", "C", "C", "O", "F", "O", "C", "C", "C", "H", "H", "H", "H", "H", "H", "H", "H", "H", "H", "H", "H", "H", "H", "H", "H", "H", "H", "H", "Lu"],
  "positions_angstrom": [[-2.72, 1.97, 0.77], [-2.91, 0.51, 1.17], [-2.09, -0.43, 0.27], [-0.65, -0.54, 0.66], [0.78, -0.15, -0.81], [-0.02, 0.47, -2.59], [-0.11, 1.90, -2.51], [0.42, 2.81, -2.07], [-1.61, 2.46, -3.35], [1.70, -1.57, -1.01], [2.33, -2.34, 0.00], [3.39, -1.56, 0.78], [2.91, -0.88, 2.05], [-3.49, 2.15, 0.00], [-1.72, 2.13, 0.35], [-2.87, 2.70, 1.57], [-2.60, 0.36, 2.20], [-3.97, 0.24, 1.09], [-2.26, -0.09, -0.79], [-2.50, -1.44, 0.33], [-0.37, 0.16, 1.46], [-0.39, -1.56, 0.97], [1.74, 1.04, -0.28], [-0.98, 0.02, -2.82], [0.64, 0.25, -3.44], [2.80, -3.18, -0.50], [1.58, -2.75, 0.69], [3.87, -0.85, 0.09], [4.16, -2.29, 1.05], [2.32, -1.57, 2.67], [2.30, 0.02, 1.86], [3.76, -0.54, 2.65], [-3.44, 2.53, -2.51]]
}

---

No. 2
{
  "formula": "C40H100B2F14N5O5P",
  "method": "ωB97M-V/def2-TZVPD",
  "charge": 2,
  "relative_energy_kj_mol": 0.00,
  "orbital_gap_ev": 8.40,
  "symbols": ["C", "C", "N", "C", "C", "C", "C", "C", "O", "C", "H", "H", "H", "H", "H", "H", "H", "H", "H", "H", "H", "H", "H", "H", "H", "H", "H", "H", "H", "H", "C", "C", "N", "C", "C", "C", "C", "C", "O", "C", "H", "H", "H", "H", "H", "H", "H", "H", "H", "H", "H", "H", "H", "H", "H", "H", "H", "H", "H", "H", "C", "C", "N", "C", "C", "C", "C", "C", "O", "C", "H", "H", "H", "H", "H", "H", "H", "H", "H", "H", "H", "H", "H", "H", "H", "H", "H", "H", "H", "H", "C", "C", "N", "C", "C", "C", "C", "C", "O", "C", "H", "H", "H", "H", "H", "H", "H", "H", "H", "H", "H", "H", "H", "H", "H", "H", "H", "H", "H", "H", "C", "C", "N", "C", "C", "C", "C", "C", "O", "C", "H", "H", "H", "H", "H", "H", "H", "H", "H", "H", "H", "H", "H", "H", "H", "H", "H", "H", "H", "H", "P", "F", "F", "F", "F", "F", "F", "B", "F", "F", "F", "F", "B", "F", "F", "F", "F"],
  "positions_angstrom": [[9.79, 1.27, -0.11], [8.18, 0.95, 0.05], [7.75, -0.51, -0.29], [8.40, -0.93, -1.62], [8.26, -1.45, 0.84], [7.67, -2.93, 0.72], [6.26, -0.54, -0.58], [5.38, -0.04, 0.58], [5.66, -0.74, 1.81], [5.06, -0.22, 2.99], [10.05, 2.25, 0.29], [10.07, 1.23, -1.16], [10.37, 0.51, 0.42], [7.65, 1.57, -0.68], [7.78, 1.28, 1.01], [8.24, -0.14, -2.35], [8.01, -1.90, -1.94], [9.44, -1.18, -1.41], [8.07, -1.02, 1.82], [9.34, -1.53, 0.69], [7.92, -3.21, -0.30], [6.60, -3.02, 0.95], [8.22, -3.67, 1.29], [6.04, -1.56, -0.88], [6.08, -0.03, -1.53], [4.32, -0.23, 0.35], [5.59, 1.02, 0.67], [4.03, -0.55, 3.11], [5.13, 0.87, 3.04], [5.50, -0.76, 3.83], [2.51, 0.77, -5.01], [2.18, 0.06, -6.33], [1.17, -1.10, -6.16], [-0.15, -0.55, -5.61], [0.84, -1.50, -7.69], [0.33, -0.41, -8.65], [1.85, -2.24, -5.29], [1.08, -3.53, -5.20], [0.67, -3.93, -6.49], [0.11, -5.12, -6.67], [3.25, 0.23, -4.41], [1.63, 1.22, -4.56], [3.12, 1.62, -5.33], [3.05, -0.33, -6.86], [1.77, 0.83, -6.98], [-0.89, -1.34, -5.72], [-0.48, 0.29, -6.22], [-0.01, -0.35, -4.55], [-0.06, -2.12, -7.63], [1.69, -2.08, -8.06], [-0.65, -0.04, -8.35], [0.40, -0.82, -9.66], [0.97, 0.46, -8.72], [2.00, -1.85, -4.28], [2.87, -2.35, -5.62], [0.14, -3.48, -4.65], [1.63, -4.35, -4.74], [-0.02, -5.40, -7.71], [-0.91, -4.99, -6.30], [0.71, -5.90, -6.22], [0.21, 0.55, 2.44], [0.23, 0.10, 0.97], [-0.95, -0.82, 0.50], [-1.01, -2.12, 1.28], [-2.25, 0.00, 0.83], [-3.68, -0.56, 0.61], [-0.91, -1.09, -1.04], [0.42, -1.63, -1.56], [1.08, -2.48, -0.60], [2.33, -2.89, -1.11], [-0.54, 1.20, 2.90], [1.21, 0.93, 2.67], [-0.03, -0.36, 3.00], [1.08, -0.55, 0.80], [0.34, 0.93, 0.28], [-0.14, -2.77, 1.30], [-1.76, -2.68, 0.72], [-1.43, -1.92, 2.27], [-2.08, 0.96, 0.34], [-2.33, 0.17, 1.90], [-3.79, -0.47, -0.47], [-4.35, 0.14, 1.13], [-3.75, -1.62, 0.85], [-1.15, -0.13, -1.50], [-1.68, -1.83, -1.23], [1.06, -0.78, -1.84], [0.16, -2.04, -2.53], [2.14, -3.41, -2.05], [2.63, -3.80, -0.58], [3.06, -2.08, -1.07], [-6.89, -1.80, 6.94], [-8.23, -1.72, 6.17], [-8.09, -1.08, 4.72], [-7.07, 0.10, 4.75], [-7.67, -2.28, 3.78], [-7.32, -1.83, 2.29], [-9.45, -0.46, 4.25], [-10.63, -1.44, 4.13], [-10.99, -1.89, 5.40], [-11.50, -3.26, 5.34], [-5.99, -2.18, 6.45], [-7.14, -2.49, 7.75], [-6.67, -0.82, 7.37], [-8.94, -1.14, 6.75], [-8.59, -2.74, 6.04], [-6.92, 0.53, 3.76], [-6.15, -0.46, 4.91], [-7.35, 0.90, 5.44], [-8.54, -2.94, 3.70], [-6.82, -2.79, 4.22], [-8.02, -1.14, 1.81], [-7.35, -2.71, 1.64], [-6.32, -1.43, 2.19], [-9.37, -0.19, 3.20], [-9.62, 0.33, 4.98], [-10.48, -2.24, 3.40], [-11.57, -0.98, 3.82], [-11.84, -3.43, 6.36], [-10.68, -3.96, 5.18], [-12.32, -3.49, 4.66], [4.23, 6.00, 3.08], [3.03, 5.04, 3.11], [2.18, 5.04, 1.79], [1.21, 3.85, 1.95], [1.39, 6.34, 1.79], [0.41, 6.53, 0.61], [3.00, 4.82, 0.49], [3.86, 3.50, 0.55], [3.12, 2.32, 0.25], [2.79, 2.21, -1.17], [5.01, 5.79, 2.35], [4.71, 5.96, 4.06], [3.96, 7.03, 2.88], [2.32, 5.35, 3.88], [3.36, 4.03, 3.35], [1.74, 2.91, 2.12], [0.66, 3.75, 1.02], [0.55, 4.03, 2.80], [2.13, 7.14, 1.82], [0.90, 6.38, 2.76], [0.87, 6.44, -0.38], [-0.18, 7.44, 0.70], [-0.30, 5.71, 0.66], [3.63, 5.70, 0.37], [2.32, 4.86, -0.36], [4.17, 3.39, 1.59], [4.73, 3.71, -0.08], [2.53, 3.19, -1.58], [1.93, 1.57, -1.35], [3.62, 1.87, -1.80], [-3.48, -1.73, -3.93], [-2.51, -0.55, -3.35], [-2.17, -2.66, -3.99], [-3.79, -2.18, -2.42], [-4.49, -2.98, -4.30], [-4.76, -0.73, -4.00], [-3.14, -1.42, -5.43], [-1.72, 3.48, -0.85], [-1.78, 3.47, 0.57], [-2.10, 4.69, -1.41], [-0.47, 3.09, -1.31], [-2.61, 2.47, -1.34], [-3.57, -0.62, 4.38], [-2.26, -1.04, 4.19], [-4.33, -1.19, 3.36], [-4.01, -1.15, 5.60], [-3.88, 0.74, 4.41]]
}

---

Copy entry 1 word for word.
{
  "formula": "C9H19AlFLuO2",
  "method": "ωB97M-V/def2-TZVPD",
  "charge": 2,
  "orbital_gap_ev": 2.84,
  "symbols": ["C", "C", "C", "C", "Al", "C", "C", "O", "F", "O", "C", "C", "C", "H", "H", "H", "H", "H", "H", "H", "H", "H", "H", "H", "H", "H", "H", "H", "H", "H", "H", "H", "Lu"],
  "positions_angstrom": [[-2.72, 1.97, 0.77], [-2.91, 0.51, 1.17], [-2.09, -0.43, 0.27], [-0.65, -0.54, 0.66], [0.78, -0.15, -0.81], [-0.02, 0.47, -2.59], [-0.11, 1.90, -2.51], [0.42, 2.81, -2.07], [-1.61, 2.46, -3.35], [1.70, -1.57, -1.01], [2.33, -2.34, 0.00], [3.39, -1.56, 0.78], [2.91, -0.88, 2.05], [-3.49, 2.15, 0.00], [-1.72, 2.13, 0.35], [-2.87, 2.70, 1.57], [-2.60, 0.36, 2.20], [-3.97, 0.24, 1.09], [-2.26, -0.09, -0.79], [-2.50, -1.44, 0.33], [-0.37, 0.16, 1.46], [-0.39, -1.56, 0.97], [1.74, 1.04, -0.28], [-0.98, 0.02, -2.82], [0.64, 0.25, -3.44], [2.80, -3.18, -0.50], [1.58, -2.75, 0.69], [3.87, -0.85, 0.09], [4.16, -2.29, 1.05], [2.32, -1.57, 2.67], [2.30, 0.02, 1.86], [3.76, -0.54, 2.65], [-3.44, 2.53, -2.51]]
}